Record 1
The following is a quantum chemistry calculation of a structure of composition C26H26BrFeN8O6S, from the Open Molecules 2025 dataset.

Structure (XYZ):
```
69
Properties=species:S:1:pos:R:3
Fe -0.50237 0.82444 -2.23668
O 2.85675 -2.96824 -0.87708
C 2.45396 -3.40358 -2.09561
C 3.03783 -4.57141 -2.57880
C 2.67861 -5.06463 -3.82363
C 1.73856 -4.40159 -4.60080
C 1.16098 -3.23518 -4.11643
C 1.50305 -2.73058 -2.87301
C 0.88401 -1.45755 -2.34343
O 0.10794 -0.75901 -3.22187
N 0.12895 -1.87242 -1.13104
N -0.65422 -0.83198 -0.65803
C -1.14947 -0.99499 0.49985
C -1.98741 0.00606 1.15595
Br -2.91693 1.19062 0.01094
C -2.09829 0.13646 2.48021
C -1.32921 -0.62814 3.47602
C -1.92026 -0.94093 4.70257
C -1.21090 -1.62594 5.67476
C 0.10561 -2.00061 5.43715
C 0.70603 -1.68221 4.22831
C 0.00045 -0.99453 3.25191
H 2.34382 -2.19458 -0.57765
H 3.77484 -5.07225 -1.96386
H 3.14268 -5.97346 -4.18883
H 1.46590 -4.78430 -5.57636
H 0.43954 -2.67098 -4.69480
H 1.69823 -0.82972 -1.95580
H -0.43941 -2.69276 -1.31661
H -0.92125 -1.89076 1.07489
H -2.77976 0.88384 2.87095
H -2.94544 -0.64185 4.88973
H -1.68298 -1.86403 6.61982
H 0.66288 -2.53388 6.19733
H 1.73544 -1.95709 4.03671
H 0.49954 -0.73375 2.32711
C -0.31400 3.44254 5.12060
C 0.33271 2.97245 3.84586
C 1.67054 2.58897 3.81548
C 2.25590 2.12279 2.64799
C 1.49855 2.02152 1.49103
C 0.17185 2.42845 1.49680
C -0.40229 2.90202 2.66588
S 2.20290 1.27142 0.02253
O 2.11938 -0.16072 0.28759
O 3.53882 1.82639 -0.05525
N 1.27281 1.64393 -1.16810
C 1.38842 3.02631 -1.63053
C 0.04278 3.60758 -2.08553
O -0.03567 4.80925 -2.29503
O -0.92348 2.75993 -2.25010
H 0.42389 3.58209 5.91081
H -1.04843 2.71526 5.47475
H -0.83546 4.39012 4.97333
H 2.26302 2.65562 4.72166
H 3.29830 1.83088 2.62410
H -0.40055 2.37154 0.57715
H -1.44057 3.21778 2.65987
H 2.06699 3.10052 -2.48809
H 1.78939 3.70540 -0.87234
N -3.80899 1.05505 -6.54213
N -3.50226 0.74194 -5.22275
N -4.28580 0.00093 -4.47421
C -3.57068 -0.06241 -3.35881
N -2.41660 0.60410 -3.46381
N -2.39037 1.12152 -4.66552
H -4.63998 1.63837 -6.52570
H -3.02767 1.61548 -6.86926
H -3.88115 -0.58550 -2.47219
```

As for the expectation value of S²: 6.0124. The HOMO-LUMO gap (alpha / beta) comes out at 0.2718 / 0.2631 Eh. As for the spin multiplicity: 5. The total charge is -1. The relative energy (zero: lowest compared OMol25 entry of this formula, charge and spin) comes out at 0.0 kJ/mol. The calculation puts the total energy at -166855.648 eV.

Which charges does natural (NBO) predict for the atoms? In e, they are: number 1, Fe, carries 1.53; number 2, O, carries -0.69; number 3, C, carries 0.33; number 4, C, carries -0.28; number 5, C, carries -0.21; number 6, C, carries -0.29; number 7, C, carries -0.13; number 8, C, carries -0.15; number 9, C, carries 0.19; number 10, O, carries -0.94; number 11, N, carries -0.49; number 12, N, carries -0.28; number 13, C, carries 0.00; number 14, C, carries -0.10; number 15, Br, carries 0.09; number 16, C, carries -0.21; number 17, C, carries 0.00; number 18, C, carries -0.22; number 19, C, carries -0.22; number 20, C, carries -0.22; number 21, C, carries -0.19; number 22, C, carries -0.22; number 23, H, carries 0.53; number 24, H, carries 0.21; number 25, H, carries 0.20; number 26, H, carries 0.20; number 27, H, carries 0.22; number 28, H, carries 0.18; number 29, H, carries 0.36; number 30, H, carries 0.20; number 31, H, carries 0.22; number 32, H, carries 0.21; number 33, H, carries 0.21; number 34, H, carries 0.21; number 35, H, carries 0.22; number 36, H, carries 0.26; number 37, C, carries -0.63; number 38, C, carries -0.06; number 39, C, carries -0.18; number 40, C, carries -0.19; number 41, C, carries -0.34; number 42, C, carries -0.21; number 43, C, carries -0.17; number 44, S, carries 2.35; number 45, O, carries -1.03; number 46, O, carries -0.99; number 47, N, carries -1.10; number 48, C, carries -0.36; number 49, C, carries 0.78; number 50, O, carries -0.68; number 51, O, carries -0.88; number 52, H, carries 0.21; number 53, H, carries 0.21; number 54, H, carries 0.21; number 55, H, carries 0.19; number 56, H, carries 0.23; number 57, H, carries 0.23; number 58, H, carries 0.20; number 59, H, carries 0.21; number 60, H, carries 0.21; number 61, N, carries -0.60; number 62, N, carries 0.15; number 63, N, carries -0.27; number 64, C, carries 0.13; number 65, N, carries -0.32; number 66, N, carries -0.03; number 67, H, carries 0.37; number 68, H, carries 0.39; number 69, H, carries 0.22

Record 2
The following is a quantum chemistry calculation of the ion C2H4N3 with charge +1 in a non-equilibrium geometry, from the Open Molecules 2025 dataset.

Structure (XYZ):
```
9
Properties=species:S:1:pos:R:3
C 0.22791 0.13122 -0.11079
C -0.99023 -0.05702 0.54486
N -1.96663 0.76046 0.59094
N -2.15244 1.91413 0.27865
N -2.58448 2.92375 0.19734
H -0.06333 0.14046 -1.28070
H 0.61191 1.25130 -0.18712
H 1.03756 -0.50414 0.13711
H -1.27128 -0.93488 0.98137
```

The HOMO-LUMO gap comes out at 0.3875 Eh. The total charge is +1. The SMILES is C/C=N\[N+]#N. The relative energy (zero: lowest compared OMol25 entry of this formula, charge and spin) comes out at 331.4 kJ/mol. The calculation puts the total energy at -6598.031 eV.

Which charges does natural (NBO) predict for the atoms? In e, they are: number 1, C, carries -0.75; number 2, C, carries 0.33; number 3, N, carries -0.26; number 4, N, carries 0.26; number 5, N, carries 0.25; number 6, H, carries 0.33; number 7, H, carries 0.29; number 8, H, carries 0.29; number 9, H, carries 0.24

Record 3
The following is a quantum chemistry calculation of an isolated molecule of C3H5NO2 in a non-equilibrium geometry, from the Open Molecules 2025 dataset.

Structure (XYZ):
```
11
Properties=species:S:1:pos:R:3
C 1.17804 0.49422 -0.24987
C -0.02238 -0.20318 0.09940
C -0.31345 -1.59772 0.77647
O -1.47479 -1.68118 1.16745
N -1.17633 0.10123 -0.37812
O -1.00499 1.52071 -0.64558
H 1.88294 -0.52816 -0.23655
H 1.02807 0.78532 -1.33733
H 1.23988 1.33014 0.46297
H 0.60558 -2.17041 1.13720
H -1.94257 1.94904 -0.79603
```

The HOMO-LUMO gap comes out at 0.3582 Eh. The total charge is 0. The SMILES is C/C(C=O)=N\O. The relative energy (zero: lowest compared OMol25 entry of this formula, charge and spin) comes out at 474.7 kJ/mol. The calculation puts the total energy at -8772.774 eV.

Which charges does natural (NBO) predict for the atoms? In e, they are: number 1, C, carries -0.68; number 2, C, carries 0.09; number 3, C, carries 0.37; number 4, O, carries -0.47; number 5, N, carries -0.05; number 6, O, carries -0.63; number 7, H, carries 0.22; number 8, H, carries 0.26; number 9, H, carries 0.26; number 10, H, carries 0.13; number 11, H, carries 0.49

Record 4
The following is a quantum chemistry calculation of the ion C5H13N2O with charge -1 in a non-equilibrium geometry, from the Open Molecules 2025 dataset.

Structure (XYZ):
```
21
Properties=species:S:1:pos:R:3
C 1.42038 -0.98759 0.04141
C 0.28944 0.06211 0.04002
C -0.53005 -0.02498 -1.28570
C 0.48797 0.52458 -2.55700
O 0.36258 -0.17876 -3.65944
N -0.71628 -0.02126 1.10158
C -0.33973 -0.18193 2.45982
N -0.97212 0.76756 3.40870
H 1.14162 -1.85275 0.65758
H 1.75471 -1.38504 -0.91806
H 2.28820 -0.47239 0.48150
H 0.77143 1.06589 0.14743
H -0.76703 -1.06951 -1.46217
H -1.32315 0.70747 -1.31668
H 1.55701 0.40503 -2.14892
H 0.19427 1.57549 -2.55282
H -1.59734 -0.34513 0.74900
H -0.43445 -1.21227 2.81828
H 0.70589 0.09679 2.57198
H -1.06425 1.66512 2.94716
H -1.91296 0.46511 3.63830
```

The HOMO-LUMO gap comes out at 0.2143 Eh. The total charge is -1. The SMILES is C[C@@H](CC[O-])NCN. The relative energy (zero: lowest compared OMol25 entry of this formula, charge and spin) comes out at 156.0 kJ/mol. The calculation puts the total energy at -10422.082 eV.

Which charges does natural (NBO) predict for the atoms? In e, they are: number 1, C, carries -0.64; number 2, C, carries -0.04; number 3, C, carries -0.49; number 4, C, carries 0.05; number 5, O, carries -0.93; number 6, N, carries -0.68; number 7, C, carries -0.05; number 8, N, carries -0.85; number 9, H, carries 0.19; number 10, H, carries 0.24; number 11, H, carries 0.19; number 12, H, carries 0.16; number 13, H, carries 0.19; number 14, H, carries 0.18; number 15, H, carries 0.05; number 16, H, carries 0.06; number 17, H, carries 0.37; number 18, H, carries 0.15; number 19, H, carries 0.18; number 20, H, carries 0.35; number 21, H, carries 0.34

Record 5
The following is a quantum chemistry calculation of a structure of composition C21H31AsBeBrN2O4Si in a non-equilibrium geometry, from the Open Molecules 2025 dataset.

Structure (XYZ):
```
62
Properties=species:S:1:pos:R:3
Be -0.21343 -0.27488 -0.23061
C 0.12086 3.45689 0.60222
O 0.73723 2.22261 0.37242
C 1.92738 1.93353 0.97455
C 2.71372 2.90294 1.61175
C 3.91261 2.48287 2.18816
Br 4.95980 3.79930 3.09359
C 4.36744 1.20596 2.13383
C 3.60564 0.20927 1.45568
C 2.33110 0.60353 0.93392
O 1.46224 -0.33950 0.37065
C 4.21504 -1.06223 1.34935
N 5.38279 -1.34713 1.93593
C 5.69288 -2.61459 1.58387
C 6.82303 -3.37128 1.89685
C 6.89948 -4.65907 1.39631
C 5.88632 -5.19542 0.61259
C 4.75341 -4.45542 0.27750
C 4.67661 -3.16414 0.75484
N 3.72894 -2.17311 0.64003
H 0.63772 4.27449 0.08152
H 0.06184 3.69947 1.67183
H -0.88990 3.34814 0.20445
H 2.41707 3.93550 1.67537
H 5.30445 0.90842 2.57480
H 1.54011 -1.18473 0.82512
H 7.61203 -2.94610 2.49964
H 7.76826 -5.26844 1.61975
H 5.97555 -6.20856 0.24667
H 3.96936 -4.88242 -0.33327
H 3.03364 -2.13190 -0.08612
C -1.47303 -3.01407 -2.52882
Si -1.70603 -2.78480 -0.65244
C -1.83552 -4.58200 0.04036
C -3.48441 -2.05669 -0.46529
O -0.62170 -1.91050 0.07537
H -2.31043 -3.53679 -2.97901
H -0.57541 -3.58398 -2.74141
H -1.37199 -2.04800 -3.00760
H -2.79892 -4.99028 -0.24833
H -1.75246 -4.67961 1.11966
H -1.07364 -5.21928 -0.39403
H -4.19409 -2.49632 -1.16232
H -3.42378 -0.99144 -0.67368
H -3.89652 -2.18246 0.53854
C -1.70425 -2.11557 2.75239
As -1.75521 -0.23286 2.24933
C -3.58831 0.44691 2.35727
C -0.90570 0.54949 3.83485
O -1.13669 0.46511 0.94288
H -2.36954 -2.27080 3.60245
H -0.67926 -2.35391 3.04597
H -1.98730 -2.74764 1.92226
H -4.10699 0.16797 3.27390
H -4.14862 0.09848 1.49066
H -3.50676 1.53618 2.29571
H -1.50405 0.36477 4.72731
H -0.80263 1.62338 3.67805
H 0.08812 0.11707 3.97151
C -0.42030 0.34079 -1.83260
H -1.36897 0.52934 -2.33333
H 0.35406 0.65848 -2.52357
```

The HOMO-LUMO gap (alpha / beta) comes out at 0.2386 / 0.1305 Eh. The total charge is -1. The relative energy (zero: lowest compared OMol25 entry of this formula, charge and spin) comes out at 222.6 kJ/mol. The calculation puts the total energy at -172613.257 eV.

Which charges does natural (NBO) predict for the atoms? In e, they are: number 1, Be, carries 1.64; number 2, C, carries -0.24; number 3, O, carries -0.50; number 4, C, carries 0.26; number 5, C, carries -0.45; number 6, C, carries -0.06; number 7, Br, carries -0.02; number 8, C, carries -0.26; number 9, C, carries -0.21; number 10, C, carries 0.23; number 11, O, carries -0.79; number 12, C, carries 0.32; number 13, N, carries -0.54; number 14, C, carries 0.10; number 15, C, carries -0.25; number 16, C, carries -0.24; number 17, C, carries -0.27; number 18, C, carries -0.29; number 19, C, carries 0.17; number 20, N, carries -0.61; number 21, H, carries 0.17; number 22, H, carries 0.16; number 23, H, carries 0.20; number 24, H, carries 0.22; number 25, H, carries 0.25; number 26, H, carries 0.51; number 27, H, carries 0.21; number 28, H, carries 0.19; number 29, H, carries 0.19; number 30, H, carries 0.20; number 31, H, carries 0.41; number 32, C, carries -1.14; number 33, Si, carries 1.93; number 34, C, carries -1.13; number 35, C, carries -1.15; number 36, O, carries -1.44; number 37, H, carries 0.22; number 38, H, carries 0.22; number 39, H, carries 0.25; number 40, H, carries 0.22; number 41, H, carries 0.21; number 42, H, carries 0.23; number 43, H, carries 0.23; number 44, H, carries 0.23; number 45, H, carries 0.20; number 46, C, carries -0.96; number 47, As, carries 2.01; number 48, C, carries -0.99; number 49, C, carries -0.99; number 50, O, carries -1.22; number 51, H, carries 0.23; number 52, H, carries 0.25; number 53, H, carries 0.26; number 54, H, carries 0.23; number 55, H, carries 0.25; number 56, H, carries 0.24; number 57, H, carries 0.23; number 58, H, carries 0.25; number 59, H, carries 0.25; number 60, C, carries -1.08; number 61, H, carries 0.13; number 62, H, carries 0.14